{"formula": "C19H28F12Na4O27S4", "method": "ωB97M-V/def2-TZVPD", "species": ["Na", "Na", "Na", "Na", "C", "F", "F", "F", "S", "O", "O", "O", "C", "F", "F", "F", "S", "O", "O", "O", "C", "F", "F", "F", "S", "O", "O", "O", "C", "F", "F", "F", "S", "O", "O", "O", "C", "C", "O", "C", "O", "O", "H", "H", "H", "H", "C", "O", "C", "O", "O", "C", "H", "H", "H", "H", "H", "H", "C", "O", "C", "O", "O", "C", "H", "H", "H", "H", "H", "H", "C", "O", "C", "O", "O", "C", "H", "H", "H", "H", "H", "H", "C", "O", "C", "O", "O", "C", "H", "H", "H", "H", "H", "H"], "positions_angstrom": [[-3.08065, -1.13409, -1.57156], [0.03094, -3.13996, -3.49046], [1.96168, 0.04482, -3.99210], [-1.35197, 2.70512, -0.80722], [-5.99053, 1.47040, -0.07035], [-5.80405, 2.58172, 0.64697], [-5.83818, 0.42582, 0.77389], [-7.22512, 1.46454, -0.54784], [-4.70816, 1.44274, -1.47365], [-5.02015, 0.17808, -2.15034], [-4.97945, 2.67399, -2.17311], [-3.34836, 1.41883, -0.93541], [-1.24961, 1.68777, -4.61305], [-1.94955, 2.37198, -5.48916], [0.05004, 1.86454, -4.88243], [-1.55976, 2.04533, -3.37468], [-1.67687, -0.19082, -4.76942], [-0.47679, -0.85981, -4.26406], [-2.87159, -0.30905, -3.92257], [-1.95576, -0.37815, -6.17557], [0.64944, -0.68989, 0.75924], [1.15668, -1.88885, 1.05511], [-0.47284, -0.52155, 1.44788], [1.50176, 0.28011, 0.98463], [0.11962, -0.72857, -1.06971], [1.34975, -0.79560, -1.84420], [-0.72492, -1.90877, -1.25918], [-0.66600, 0.47241, -1.27530], [3.60839, 2.98972, -0.64917], [4.64000, 3.26244, -1.47245], [3.75133, 1.70699, -0.25228], [3.66685, 3.81431, 0.39109], [1.96539, 3.13421, -1.58829], [2.02804, 2.07569, -2.59751], [0.91773, 2.93425, -0.59960], [1.99450, 4.45471, -2.16470], [1.42933, 3.30492, 2.73662], [1.19920, 4.66303, 2.04147], [0.55574, 5.37800, 3.08997], [0.70281, 4.77438, 4.28383], [0.35229, 5.23954, 5.31049], [1.29627, 3.57052, 4.11127], [2.30615, 2.76590, 2.38087], [0.62613, 2.61318, 2.44800], [0.44461, 4.52945, 1.27500], [2.10893, 5.13903, 1.69102], [2.69846, -4.54781, -0.07192], [1.46979, -5.19391, 0.25583], [0.52433, -5.17360, -0.67664], [0.68201, -4.78673, -1.80495], [-0.57379, -5.62825, -0.12773], [-1.78881, -5.43583, -0.85237], [2.45757, -3.64427, -0.63763], [3.46775, -5.07424, -0.63568], [3.10723, -4.23956, 0.88720], [-1.88750, -4.47412, -1.34590], [-2.61061, -5.63572, -0.17002], [-1.89691, -6.23293, -1.59377], [-2.51215, -3.37932, 2.14349], [-3.90160, -3.62426, 1.94339], [-4.49420, -3.18391, 0.84341], [-3.89966, -2.66011, -0.07314], [-5.77259, -3.42854, 0.91332], [-6.64555, -2.76917, -0.00003], [-1.94333, -4.29074, 1.97223], [-2.39382, -3.11915, 3.19341], [-2.15434, -2.55918, 1.52580], [-7.55536, -2.41908, 0.47367], [-6.85917, -3.44727, -0.82823], [-6.14194, -1.91941, -0.46654], [1.72585, -0.32099, 4.18766], [0.43819, 0.04562, 4.63617], [0.33219, 0.77346, 5.72439], [1.22218, 1.15344, 6.42938], [-0.96135, 1.07492, 5.89677], [-1.24087, 1.76560, 7.09155], [2.48270, -0.44573, 4.95891], [2.12322, 0.43671, 3.50960], [1.63532, -1.22894, 3.59672], [-0.98347, 2.82800, 7.03298], [-0.74886, 1.39578, 7.99003], [-2.31680, 1.77103, 7.26381], [6.51857, 2.70380, -4.38542], [6.48230, 1.58960, -3.47949], [5.40106, 0.89167, -3.30845], [4.40781, 0.93366, -3.98153], [5.60484, 0.04516, -2.30400], [4.57063, -0.87641, -2.04723], [6.65455, 3.61245, -3.80689], [5.59956, 2.66836, -4.96784], [7.39138, 2.54520, -5.01435], [4.96929, -1.62097, -1.36144], [4.14083, -1.41288, -2.89875], [3.71176, -0.39482, -1.58176]], "forces_ev_per_angstrom": [[-0.046, 0.588, -0.288], [-0.188, 0.473, 0.600], [-0.132, 0.882, 0.563], [-0.112, -0.524, -0.302], [1.331, 0.189, -0.064], [-0.163, 0.056, 0.070], [-0.112, 0.035, -0.314], [0.086, -0.130, -0.024], [-0.800, -0.111, -1.443], [-0.041, 0.613, 0.861], [-0.293, -0.457, 0.253], [0.131, -0.229, 1.122], [-0.532, -2.528, -0.521], [-0.145, 0.369, 0.105], [0.221, 0.298, 0.384], [0.383, 0.792, 0.070], [-2.528, 1.760, -0.769], [1.053, -0.817, 0.346], [1.615, -0.489, -0.061], [0.755, -0.149, 0.547], [-1.242, -0.634, -2.117], [0.422, 0.134, 0.376], [0.133, 0.216, 0.535], [0.198, -0.070, 0.271], [-0.539, 1.076, -0.903], [0.329, -0.484, 0.261], [0.171, -0.756, 0.439], [0.501, -0.187, 0.671], [-0.650, -0.494, -1.200], [-0.440, -0.017, 0.361], [0.095, 0.494, 0.385], [0.085, -0.277, 0.047], [0.270, 0.249, -1.970], [0.240, 0.079, 0.914], [0.033, -0.135, 0.729], [0.216, -0.070, 0.564], [-0.995, -0.600, -1.684], [-0.635, -1.154, 0.671], [0.045, 0.901, 0.056], [0.246, -0.054, -0.792], [-0.140, -0.043, 0.618], [0.635, -0.163, 0.574], [0.590, 0.424, 0.838], [-0.166, 0.166, 0.138], [0.436, 0.266, -0.434], [-0.111, 0.273, 0.060], [0.121, 1.466, 0.138], [0.270, -0.542, -0.340], [0.681, -0.010, 1.034], [-0.270, 0.458, -1.218], [-0.684, 0.284, 0.108], [-0.619, -1.229, -0.607], [0.127, -0.002, 0.066], [-0.518, -0.755, 0.036], [0.083, -0.109, -0.026], [0.224, 0.216, 0.351], [0.162, 0.440, 0.309], [0.279, 0.154, -0.191], [0.301, 0.156, 0.224], [-0.529, -0.265, 0.249], [0.904, 0.053, 0.178], [0.001, 0.300, -0.487], [-0.683, -0.059, 0.744], [0.430, 0.380, -1.592], [-0.014, -0.023, -0.254], [-0.101, 0.066, -0.022], [-0.016, -0.111, -0.095], [0.113, -0.313, 0.415], [-0.256, -0.112, 0.226], [-0.025, 0.051, 0.254], [0.908, 0.220, -0.612], [-0.298, -0.776, -0.755], [-0.178, 1.058, 0.601], [0.387, -0.251, 0.161], [0.122, -0.611, -0.119], [-0.598, 1.476, 1.021], [-0.392, -0.073, 0.380], [-0.147, 0.197, 0.063], [-0.216, -0.141, 0.227], [0.318, -0.140, -0.329], [0.165, -0.456, -0.311], [0.001, -0.460, -0.291], [-0.263, -0.647, -0.183], [1.199, 0.555, 0.566], [0.075, -0.443, -0.028], [-1.140, -0.145, -0.594], [0.237, -0.211, -0.161], [-1.042, -0.422, 0.726], [-0.260, 0.028, 0.007], [0.103, 0.454, -0.056], [-0.069, 0.043, -0.078], [0.127, 0.116, -0.009], [0.631, 0.183, -0.427], [0.139, 0.194, 0.154]], "molar_mass_g_mol": 1136.61, "e_lumo_ev": -1.32, "e_tot_ev": -169065.573, "relative_energy_kcal_mol": 0.0, "charge": 0, "homo_energy_ev": -9.93}